15
Properties=species:S:1:pos:R:3 method="wB97M-V/def2-TZVPD" total_charge=0 largest_force_ev_per_a=8.292 relative_energy_kcal_mol=154.96 homo_ev=-7.923 e_tot_ha=-399.718621
C 0.976 1.125 -0.139
C 0.941 -1.299 0.006
C -0.319 -0.688 -0.320
C -0.272 0.656 -0.305
C -2.191 0.061 0.263
H 1.685 2.001 -0.801
H 0.972 1.631 0.731
H 2.977 0.129 -0.535
H 0.736 -1.625 0.989
H 1.334 -1.958 -0.652
H -3.412 -0.047 0.020
H -2.033 -0.119 1.345
N 1.776 -0.038 0.091
O -1.484 1.303 -0.233
O -1.685 -1.131 -0.460

=====

16
Properties=species:S:1:pos:R:3 method="wB97M-V/def2-TZVPD" total_charge=+1 largest_force_ev_per_a=6.290 relative_energy_kcal_mol=102.00 homo_ev=-14.111 e_tot_ha=-3060.945991 smiles="C[N+]1=N[C@@H](Br)N[C@H]1[N+](=O)[O-]"
C -1.315 -0.663 -1.491
N -0.504 -0.503 -0.331
N 0.339 -1.421 -0.153
C 1.109 -1.065 1.041
Br 2.726 -0.434 -0.544
N 0.437 -0.031 1.619
C -0.419 0.487 0.617
N 0.416 1.855 -0.031
O 1.034 2.396 0.787
O 0.253 1.914 -1.171
H -1.019 -1.471 -2.132
H -2.350 -0.881 -1.125
H -1.441 0.215 -2.132
H 1.367 -1.979 1.631
H 0.726 0.495 2.334
H -1.359 1.090 1.081

=====

16
Properties=species:S:1:pos:R:3 method="wB97M-V/def2-TZVPD" total_charge=0 largest_force_ev_per_a=2.795 relative_energy_kcal_mol=129.37 homo_ev="-8.177 / -8.321" e_tot_ha=-325.731393
C 1.764 0.009 -0.084
C -0.608 -0.352 -0.565
C -0.777 1.076 -0.934
C -1.066 -0.682 0.804
O -1.005 0.393 1.731
C 1.069 -1.059 -0.947
N 1.403 -1.989 -1.596
H 1.221 0.307 0.812
H 2.724 -0.421 0.207
H 1.937 0.894 -0.700
H -0.308 1.325 -1.889
H -0.505 1.805 -0.158
H -1.867 1.176 -1.065
H -2.117 -0.980 0.611
H -0.553 -1.576 1.182
H -1.313 0.076 2.589

=====

119
Properties=species:S:1:pos:R:3 method="wB97M-V/def2-TZVPD" total_charge=+1 largest_force_ev_per_a=1.212 relative_energy_kcal_mol=11.56 homo_ev=-10.183 e_tot_ha=-11816.783433
Sn -0.557 -0.741 0.910
C -0.131 -4.633 2.223
As -0.071 -3.520 0.615
C 1.762 -3.928 0.075
C -0.927 -4.635 -0.804
C -2.445 -4.815 -0.871
C -2.959 -5.304 0.486
C -3.183 -3.530 -1.252
As -3.138 -1.964 -0.034
C -4.535 -2.375 1.269
C -4.257 -0.835 -1.207
C -2.770 -5.897 -1.921
As -2.284 -5.920 -3.884
C -0.402 -6.517 -3.777
C -1.903 -4.050 -4.433
H -0.167 -5.692 1.968
H -0.987 -4.385 2.845
H 0.775 -4.430 2.794
H 1.956 -4.999 0.156
H 2.446 -3.391 0.729
H 1.943 -3.604 -0.949
H -0.466 -5.625 -0.714
H -0.575 -4.191 -1.742
H -2.739 -4.552 1.246
H -2.483 -6.242 0.770
H -4.035 -5.470 0.453
H -4.240 -3.767 -1.411
H -2.786 -3.159 -2.199
H -5.327 -2.968 0.813
H -4.952 -1.435 1.631
H -4.116 -2.901 2.121
H -5.234 -1.299 -1.354
H -3.778 -0.704 -2.178
H -4.405 0.150 -0.759
H -3.857 -6.034 -1.930
H -2.359 -6.850 -1.570
H -0.337 -7.446 -3.213
H 0.263 -5.784 -3.326
H -0.045 -6.725 -4.785
H -2.822 -3.467 -4.480
H -1.498 -4.101 -5.444
H -1.176 -3.539 -3.804
O -1.843 -1.877 2.758
N -1.255 -1.307 3.694
O -0.329 -0.551 3.355
C 6.109 -2.602 1.578
C 4.828 -2.499 2.344
C 4.437 -3.495 3.218
C 3.251 -3.384 3.928
Cl 2.752 -4.678 4.967
C 2.460 -2.257 3.808
C 2.838 -1.252 2.929
C 3.995 -1.379 2.172
O 4.426 -0.485 1.228
C 3.688 0.662 0.943
C 2.334 0.442 0.253
O 1.820 -0.676 0.187
O 1.816 1.500 -0.206
H 6.644 -3.508 1.847
H 6.746 -1.744 1.786
H 5.906 -2.604 0.509
H 5.057 -4.368 3.349
H 1.561 -2.158 4.397
H 2.207 -0.378 2.852
H 4.313 1.260 0.273
H 3.486 1.263 1.843
C 5.578 6.398 0.547
C 4.324 5.604 0.378
C 3.856 5.262 -0.884
C 2.690 4.533 -1.065
C 2.294 4.124 -2.452
C 1.953 4.169 0.065
As 0.289 3.125 -0.224
N -1.049 2.628 0.649
C -1.616 2.749 1.898
C -1.549 3.937 2.633
C -2.223 4.063 3.831
C -2.995 3.020 4.317
C -3.122 1.862 3.568
C -2.446 1.726 2.373
C -0.718 3.370 -1.888
C -1.211 4.655 -2.124
C -0.736 5.856 -1.360
C -2.201 4.825 -3.085
C -2.731 3.755 -3.791
C -3.860 3.942 -4.754
C -2.207 2.492 -3.552
C -1.209 2.284 -2.612
C -0.677 0.900 -2.409
C 2.438 4.427 1.346
C 1.753 3.937 2.584
C 3.614 5.155 1.482
H 5.957 6.735 -0.414
H 6.347 5.796 1.031
H 5.390 7.265 1.176
H 4.425 5.554 -1.755
H 3.139 4.249 -3.126
H 1.471 4.732 -2.833
H 1.995 3.074 -2.464
H -0.986 4.771 2.223
H -2.147 4.984 4.390
H -3.519 3.118 5.255
H -3.746 1.055 3.916
H -2.601 0.832 1.767
H 0.005 5.587 -0.601
H -1.575 6.337 -0.858
H -0.297 6.592 -2.035
H -2.586 5.819 -3.266
H -4.002 4.992 -4.993
H -4.786 3.567 -4.318
H -3.680 3.390 -5.673
H -2.594 1.642 -4.098
H -0.481 0.425 -3.368
H -1.408 0.286 -1.867
H 0.253 0.939 -1.843
H 1.111 3.078 2.373
H 1.149 4.729 3.028
H 2.491 3.643 3.327
H 3.988 5.361 2.475

=====

15
Properties=species:S:1:pos:R:3 method="wB97M-V/def2-TZVPD" total_charge=+1 largest_force_ev_per_a=4.338 relative_energy_kcal_mol=68.06 homo_ev=-13.414 e_tot_ha=-362.105009 smiles="[NH3+]C/C(O)=C/C=O"
N -1.404 -0.441 -0.683
C -0.607 -0.212 0.611
C 0.774 0.364 0.237
O 0.720 1.666 -0.142
C 1.947 -0.291 0.260
C 3.296 0.187 -0.187
O 4.241 -0.580 -0.107
H -1.427 0.431 -1.223
H -2.305 -0.714 -0.408
H -0.872 -0.831 -1.453
H -1.021 0.419 1.322
H -0.701 -1.248 0.999
H -0.184 1.930 0.111
H 2.139 -1.336 0.502
H 3.293 1.159 -0.544

=====

152
Properties=species:S:1:pos:R:3 method="wB97M-V/def2-TZVPD" total_charge=+1 largest_force_ev_per_a=3.374 homo_ev=-10.835 e_tot_ha=-4859.733070
C 4.136 1.645 -1.948
C 3.704 0.545 -2.908
C 3.117 -0.679 -2.236
C 3.803 0.659 -4.215
C 4.720 1.637 -4.920
C 3.947 2.758 -5.663
C 3.511 3.822 -4.634
C 4.684 4.722 -4.169
C 2.297 4.602 -5.207
C 1.034 3.684 -5.038
C -0.210 4.323 -4.426
C -1.413 3.403 -4.768
C -2.520 3.830 -3.780
Cl -3.399 5.307 -4.268
C -3.417 2.746 -3.175
C -4.194 1.879 -4.213
C -3.466 0.582 -4.404
F -3.398 -0.276 -3.394
C -2.858 0.240 -5.503
F -2.496 -0.979 -5.722
F -2.600 1.081 -6.451
C -1.583 4.154 -2.585
N -0.381 4.379 -2.954
P 0.726 4.718 -1.642
O 2.109 5.288 -2.160
O 0.027 5.910 -0.853
S 0.976 3.221 -0.459
H 4.261 1.262 -0.934
H 3.323 2.378 -1.933
H 5.031 2.172 -2.290
H 3.785 -0.945 -1.412
H 2.145 -0.409 -1.794
H 3.009 -1.519 -2.922
H 3.193 -0.028 -4.803
H 5.449 2.042 -4.215
H 5.307 1.058 -5.645
H 3.086 2.283 -6.146
H 4.607 3.251 -6.387
H 3.162 3.265 -3.758
H 4.701 4.812 -3.078
H 4.587 5.709 -4.626
H 5.636 4.248 -4.421
H 2.490 4.815 -6.263
H 2.138 5.561 -4.705
H 0.741 3.439 -6.067
H 1.296 2.730 -4.570
H -0.494 5.267 -4.903
H -1.660 3.494 -5.825
H -1.209 2.353 -4.526
H -4.102 3.209 -2.457
H -2.788 2.061 -2.589
H -5.142 1.599 -3.742
H -4.397 2.378 -5.159
H -2.049 4.129 -1.579
H 2.795 4.713 -1.772
H 0.164 5.689 0.088
O -2.528 4.596 0.272
C -2.631 3.677 1.058
O -2.150 2.447 0.803
C -2.518 1.547 1.873
C -2.785 2.447 3.061
C -3.321 3.708 2.395
H -3.402 0.983 1.563
H -1.705 0.849 2.059
H -3.467 2.007 3.787
H -1.849 2.673 3.573
H -4.406 3.656 2.241
H -3.056 4.606 2.948
O -0.384 -2.518 4.283
C 0.170 -2.126 3.293
O 0.081 -0.852 2.839
C 0.766 -0.739 1.577
C 1.753 -1.894 1.551
C 1.017 -2.957 2.353
H 0.026 -0.806 0.775
H 1.265 0.228 1.517
H 2.025 -2.209 0.545
H 2.670 -1.609 2.071
H 0.358 -3.557 1.723
H 1.699 -3.595 2.909
O 3.627 -5.267 -0.078
C 4.166 -5.063 -1.128
O 4.235 -3.833 -1.697
C 4.842 -3.929 -2.999
C 5.644 -5.219 -2.972
C 4.815 -6.089 -2.032
H 4.048 -3.949 -3.746
H 5.470 -3.056 -3.174
H 5.794 -5.652 -3.959
H 6.626 -5.035 -2.532
H 4.033 -6.632 -2.564
H 5.433 -6.776 -1.459
O 0.839 -0.090 8.838
C 0.493 -1.236 8.814
O 0.807 -2.131 9.783
C 0.339 -3.438 9.409
C -0.770 -3.191 8.398
C -0.299 -1.913 7.715
H 1.175 -3.996 8.981
H -0.016 -3.961 10.295
H -0.923 -4.026 7.716
H -1.712 -3.005 8.917
H 0.365 -2.121 6.876
H -1.131 -1.291 7.396
O -0.305 3.115 5.390
C 0.867 3.097 5.638
O 1.786 3.808 4.935
C 3.109 3.490 5.405
C 2.914 2.950 6.812
C 1.550 2.277 6.710
H 3.547 2.749 4.732
H 3.724 4.388 5.386
H 3.713 2.284 7.132
H 2.862 3.777 7.523
H 1.628 1.244 6.368
H 1.000 2.325 7.644
O -6.113 2.931 2.602
C -6.480 1.789 2.611
O -6.174 0.924 3.603
C -6.661 -0.391 3.276
C -7.771 -0.162 2.265
C -7.287 1.088 1.539
H -5.834 -0.974 2.863
H -7.017 -0.879 4.181
H -7.940 -1.017 1.612
H -8.706 0.054 2.783
H -6.629 0.847 0.702
H -8.112 1.712 1.204
O -2.004 -3.829 0.825
C -2.449 -4.739 1.470
O -2.984 -5.852 0.918
C -3.527 -6.696 1.953
C -2.798 -6.286 3.222
C -2.541 -4.805 2.976
H -4.603 -6.519 2.015
H -3.357 -7.739 1.694
H -3.362 -6.494 4.130
H -1.846 -6.817 3.291
H -3.377 -4.185 3.304
H -1.616 -4.467 3.437
O 2.193 -5.473 -4.270
C 1.299 -4.679 -4.197
O 1.293 -3.503 -4.875
C 0.145 -2.725 -4.492
C -0.853 -3.730 -3.941
C 0.062 -4.786 -3.331
H 0.457 -1.994 -3.740
H -0.239 -2.194 -5.361
H -1.558 -3.294 -3.234
H -1.427 -4.169 -4.759
H 0.332 -4.549 -2.300
H -0.367 -5.783 -3.391

=====

36
Properties=species:S:1:pos:R:3 method="wB97M-V/def2-TZVPD" total_charge=0 largest_force_ev_per_a=0.656 relative_energy_kcal_mol=34.01 homo_ev=-10.441 e_tot_ha=-917.271152 smiles=O.O.O.O.O.O.O.O.O.O.O.O
O 2.549 -2.458 0.124
H 3.367 -2.294 0.593
H 2.178 -1.580 -0.034
O 1.152 1.577 2.379
H 1.283 1.824 3.303
H 1.827 2.065 1.889
O -0.996 -2.796 -0.440
H -0.584 -2.558 -1.281
H -1.697 -2.142 -0.353
O 0.080 0.503 -0.154
H -0.868 0.679 -0.255
H 0.233 0.621 0.795
O -2.660 -0.783 1.633
H -1.992 -1.357 2.031
H -3.474 -1.301 1.646
O 1.496 2.983 -2.074
H 1.042 2.136 -2.003
H 2.278 2.802 -2.604
O 0.172 -1.651 -3.056
H 0.942 -1.373 -2.524
H 0.574 -2.060 -3.829
O -2.594 1.442 -0.055
H -3.294 2.003 0.293
H -2.690 0.586 0.416
O -2.602 -0.865 -2.787
H -2.517 0.058 -2.527
H -1.703 -1.161 -3.008
O 2.855 -0.816 2.630
H 3.745 -0.783 2.265
H 2.531 0.097 2.586
O 2.220 -0.190 -1.621
H 2.934 0.412 -1.389
H 1.419 0.205 -1.202
O -2.180 2.330 3.047
H -3.091 2.095 3.250
H -1.937 1.752 2.315

=====

88
Properties=species:S:1:pos:R:3 method="wB97M-V/def2-TZVPD" total_charge=+1 largest_force_ev_per_a=1.612 relative_energy_kcal_mol=13.11 homo_ev=-10.607 e_tot_ha=-5617.247406
Sc -0.316 0.840 1.320
N -2.511 -0.419 4.998
C -2.016 -0.778 3.810
N -1.497 0.282 3.234
C -1.710 1.286 4.139
N -2.331 0.889 5.222
C -1.264 2.649 3.871
C -1.462 3.693 4.771
N -1.042 4.920 4.504
C -0.420 5.112 3.347
C -0.221 4.076 2.445
N -0.648 2.842 2.699
H -2.979 -0.984 5.689
H -2.041 -1.777 3.405
H -1.965 3.526 5.715
H -0.074 6.116 3.134
H 0.284 4.237 1.501
C -1.666 -6.419 -2.137
C -2.588 -5.248 -1.796
C -3.682 -5.759 -0.843
C -3.222 -4.735 -3.099
C -1.836 -4.106 -1.118
C -2.528 -2.959 -0.740
C -1.832 -1.959 -0.111
Br -2.773 -0.331 0.344
C -0.466 -1.972 0.207
O 0.037 -0.935 0.867
C 0.242 -3.117 -0.216
C -0.475 -4.132 -0.852
C 1.753 -3.349 -0.033
C 2.388 -3.609 -1.408
C 1.960 -4.584 0.857
C 2.523 -2.183 0.600
H -2.255 -7.206 -2.609
H -1.204 -6.839 -1.242
H -0.884 -6.123 -2.839
H -4.209 -6.605 -1.287
H -4.416 -4.983 -0.622
H -3.238 -6.089 0.098
H -3.737 -5.548 -3.615
H -2.452 -4.341 -3.764
H -3.948 -3.944 -2.909
H -3.584 -2.830 -0.934
H 0.073 -5.010 -1.168
H 1.949 -4.472 -1.908
H 3.456 -3.800 -1.290
H 2.265 -2.741 -2.059
H 1.499 -5.473 0.425
H 1.527 -4.424 1.847
H 3.026 -4.784 0.978
H 2.434 -1.280 -0.005
H 3.580 -2.450 0.659
H 2.167 -1.966 1.606
O 1.280 0.805 2.683
C 2.493 0.987 2.499
C 3.104 1.462 1.302
C 4.494 1.648 1.276
C 5.100 2.123 0.148
C 4.352 2.422 -1.003
C 2.999 2.236 -1.006
C 2.320 1.754 0.140
O 1.035 1.611 0.120
N 6.549 2.325 0.136
O 7.045 2.758 -0.885
O 7.164 2.040 1.147
H 3.172 0.779 3.337
H 5.102 1.424 2.144
H 4.876 2.798 -1.870
H 2.421 2.451 -1.896
O 2.029 4.149 -4.412
C 0.962 5.052 -4.251
N 0.107 4.422 -3.272
C -0.978 5.039 -2.755
O -1.330 6.156 -3.079
C -1.740 4.252 -1.726
C -3.097 4.492 -1.553
C -3.764 3.812 -0.549
C -3.052 2.929 0.244
N -1.747 2.684 0.090
C -1.116 3.350 -0.880
H 2.591 4.439 -5.134
H 0.418 5.216 -5.187
H 1.292 6.021 -3.867
H 0.276 3.439 -3.137
H -3.597 5.198 -2.203
H -4.819 3.964 -0.370
H -3.552 2.408 1.054
H -0.057 3.150 -0.975